(1)
{
  "formula": "C27H33FN3O5RuS",
  "method": "ωB97M-V/def2-TZVPD",
  "s2": 6.0291,
  "homo_energy_ev": [-9.1, -9.4],
  "multiplicity": 5,
  "total_charge": 1,
  "relative_energy_ev": 0.5579,
  "max_force_ev_per_a": 1.4,
  "total_energy_ev": -59364.9168,
  "elements": ["Ru", "C", "C", "N", "C", "C", "C", "O", "O", "C", "O", "C", "C", "C", "F", "C", "C", "C", "N", "C", "C", "N", "C", "C", "H", "H", "H", "H", "H", "H", "H", "H", "H", "H", "H", "H", "H", "H", "H", "H", "H", "H", "O", "O", "C", "C", "C", "C", "C", "H", "H", "H", "H", "H", "H", "H", "H", "H", "H", "S", "C", "C", "C", "C", "C", "C", "H", "H", "H", "H", "H"],
  "xyz": [[0.6872, 0.0178, 0.8943], [4.2714, 6.2921, 1.2049], [4.0101, 5.9519, -0.2589], [2.9763, 4.9211, -0.3858], [3.3739, 3.6284, -0.4047], [2.5467, 2.5527, -0.3325], [3.2073, 1.1812, -0.4289], [4.3105, 1.1350, -0.9449], [2.5731, 0.1748, 0.0567], [1.1438, 2.7624, -0.2076], [0.2809, 1.8683, -0.0711], [0.7108, 4.1543, -0.2365], [-0.6491, 4.4350, -0.1011], [-1.0862, 5.7274, -0.0636], [-2.4052, 5.9370, 0.1529], [-0.2095, 6.8166, -0.2192], [1.1409, 6.5237, -0.3547], [1.6285, 5.2114, -0.3237], [-0.6382, 8.1608, -0.3025], [-2.0547, 8.5058, -0.4010], [-2.1617, 9.9727, -0.8531], [-0.9158, 10.2984, -1.6100], [0.2440, 10.3918, -0.6694], [0.1262, 9.2214, 0.3267], [5.0482, 7.0520, 1.2875], [4.6040, 5.4043, 1.7423], [3.3673, 6.6629, 1.6901], [4.9163, 5.5629, -0.7177], [3.7170, 6.8348, -0.8233], [4.4380, 3.4480, -0.4949], [-1.3480, 3.6145, 0.0114], [1.8304, 7.3396, -0.5108], [-2.6001, 8.3780, 0.5383], [-2.5192, 7.8625, -1.1434], [-2.2305, 10.6656, -0.0167], [-3.0336, 10.1133, -1.4872], [-1.0142, 11.1466, -2.1657], [-0.7347, 9.5122, -2.2395], [0.2070, 11.3505, -0.1556], [1.1610, 10.3459, -1.2538], [-0.3674, 9.5614, 1.2452], [1.1155, 8.8781, 0.6068], [-1.1576, 0.0997, 1.4903], [-1.9382, 1.0887, 1.3149], [2.5811, -3.0618, 0.7088], [1.2208, -2.8932, -0.0136], [0.4848, -4.2374, -0.0708], [1.4601, -2.3872, -1.4506], [0.4658, -1.9013, 0.7948], [3.1695, -3.8070, 0.1713], [2.4379, -3.4039, 1.7356], [3.1248, -2.1189, 0.7174], [1.0600, -4.9616, -0.6483], [-0.4865, -4.1156, -0.5547], [0.3238, -4.6442, 0.9293], [1.9436, -3.1717, -2.0348], [2.0989, -1.5093, -1.4537], [0.5083, -2.1401, -1.9252], [-0.3498, -2.3405, 1.3819], [1.4933, 1.3244, 2.7887], [0.6032, 0.6598, 4.1468], [0.0169, 1.5066, 5.0886], [-0.6923, 0.9743, 6.1517], [-0.8370, -0.3998, 6.2846], [-0.2301, -1.2478, 5.3695], [0.5050, -0.7255, 4.3199], [0.1098, 2.5783, 4.9710], [-1.1446, 1.6352, 6.8802], [-1.4069, -0.8056, 7.1099], [-0.3217, -2.3210, 5.4800], [1.0346, -1.3709, 3.6332]],
  "lowdin_charge": [1.21, -0.05, -0.18, -0.02, 0.05, -0.04, -0.58, 0.07, -0.19, -0.31, -0.13, -0.04, 0.11, -0.18, 0.07, -0.13, 0.05, -0.12, -0.10, -0.12, -0.08, 0.06, -0.07, -0.12, 0.08, 0.09, 0.07, 0.13, 0.11, 0.15, 0.14, 0.10, 0.14, 0.13, 0.14, 0.14, 0.19, 0.19, 0.14, 0.14, 0.14, 0.12, -0.35, -0.08, -0.04, -0.67, -0.07, -0.05, -0.06, 0.09, 0.09, 0.07, 0.09, 0.09, 0.08, 0.09, 0.06, 0.09, 0.08, 0.70, -0.67, -0.12, -0.09, -0.09, -0.08, -0.13, 0.09, 0.10, 0.10, 0.11, 0.08]
}

---

(2)
{
  "formula": "C21H23AsAuBrIN2Se",
  "method": "ωB97M-V/def2-TZVPD",
  "homo_energy_ev": -10.8,
  "total_charge": 1,
  "relative_energy_ev": 0.2007,
  "max_force_ev_per_a": 0.5,
  "total_energy_ev": -233147.1292,
  "elements": ["Au", "I", "C", "C", "C", "C", "C", "C", "C", "C", "C", "C", "H", "H", "H", "H", "H", "H", "C", "As", "C", "C", "H", "H", "H", "H", "H", "H", "H", "H", "H", "C", "N", "C", "Se", "N", "C", "C", "C", "C", "C", "C", "H", "H", "H", "H", "H", "H", "H", "H", "Br"],
  "xyz": [[-1.1421, 0.2085, -1.8714], [-1.9536, -2.4111, -0.4002], [-1.5042, -1.2492, 1.2962], [-1.6374, -1.9217, 2.4783], [-1.3565, -1.2832, 3.7015], [-0.9589, 0.0169, 3.7010], [-0.8278, 0.7409, 2.4906], [-0.4516, 2.1051, 2.5438], [-0.3440, 2.8418, 1.4053], [-0.5745, 2.2300, 0.1558], [-0.9230, 0.9112, 0.0580], [-1.0919, 0.1165, 1.2322], [-1.9680, -2.9513, 2.4812], [-1.4696, -1.8316, 4.6268], [-0.7485, 0.5310, 4.6306], [-0.2749, 2.5515, 3.5146], [-0.0855, 3.8923, 1.4470], [-0.4819, 2.8304, -0.7409], [-1.0222, 0.9653, -5.4490], [-1.4649, -0.4700, -4.2396], [-0.4072, -1.9798, -4.8187], [-3.2607, -0.9587, -4.7316], [-1.1673, 0.6472, -6.4801], [0.0115, 1.2716, -5.3003], [-1.6791, 1.8048, -5.2264], [-0.5723, -2.1716, -5.8776], [-0.7032, -2.8528, -4.2387], [0.6483, -1.7848, -4.6415], [-3.2784, -1.2045, -5.7924], [-3.9256, -0.1255, -4.5207], [-3.5760, -1.8198, -4.1453], [2.8260, 1.8279, 0.0510], [2.2716, 0.5828, 0.5611], [1.6639, -0.3750, -0.1437], [1.2665, -0.3821, -1.9866], [1.3323, -1.3695, 0.6876], [1.7042, -1.0465, 1.9837], [1.5601, -1.7140, 3.1933], [2.0590, -1.0740, 4.3093], [2.6774, 0.1837, 4.2254], [2.8188, 0.8450, 3.0221], [2.3151, 0.1987, 1.8997], [2.5510, 1.9282, -0.9942], [3.9103, 1.8086, 0.1497], [2.4101, 2.6578, 0.6174], [0.8044, -2.1751, 0.3855], [1.0807, -2.6811, 3.2568], [1.9730, -1.5519, 5.2753], [3.0521, 0.6447, 5.1288], [3.2915, 1.8153, 2.9594], [-3.3769, 1.2271, -1.8702]],
  "nbo_charge": [0.85, 0.17, -0.16, -0.25, -0.21, -0.15, -0.08, -0.18, -0.21, -0.28, -0.25, -0.09, 0.24, 0.23, 0.23, 0.22, 0.23, 0.23, -0.95, 1.02, -0.95, -0.94, 0.24, 0.25, 0.26, 0.24, 0.25, 0.25, 0.24, 0.27, 0.25, -0.41, -0.34, 0.32, -0.10, -0.54, 0.17, -0.22, -0.20, -0.19, -0.22, 0.11, 0.25, 0.23, 0.23, 0.45, 0.24, 0.23, 0.23, 0.24, -0.43]
}

---

(3)
{
  "formula": "C25H32LaN3O8S2",
  "method": "ωB97M-V/def2-TZVPD",
  "homo_energy_ev": 0.6,
  "total_charge": -2,
  "relative_energy_ev": 0.2799,
  "max_force_ev_per_a": 5.9,
  "total_energy_ev": -69826.3790,
  "elements": ["La", "C", "C", "C", "C", "C", "C", "C", "H", "H", "H", "H", "H", "H", "H", "H", "O", "C", "O", "C", "O", "C", "C", "O", "O", "H", "H", "H", "H", "H", "N", "C", "N", "C", "C", "C", "C", "C", "H", "H", "H", "H", "H", "H", "H", "H", "H", "H", "O", "S", "O", "O", "S", "C", "C", "C", "C", "C", "C", "C", "C", "N", "H", "H", "H", "H", "H", "H", "H", "H", "H"],
  "xyz": [[0.3366, 1.3583, 0.1256], [-2.0663, -2.2282, -4.5289], [-2.2313, -2.6681, -3.0833], [-1.1475, -3.1439, -2.3449], [-1.2107, -3.7814, -1.0932], [-2.4411, -3.7876, -0.4920], [-3.5663, -3.2841, -1.1982], [-3.4660, -2.6576, -2.4186], [-2.2354, -3.0563, -5.3298], [-1.0271, -1.7886, -4.6175], [-2.7329, -1.3986, -4.8074], [-0.1735, -2.9256, -2.8615], [-0.3219, -4.2463, -0.6595], [-2.5169, -4.2516, 0.4887], [-4.4810, -3.4663, -0.7040], [-4.2849, -1.9984, -2.8009], [0.5034, 4.6077, -3.2300], [0.3329, 4.0058, -2.0213], [-0.4347, 3.0988, -1.6950], [1.1388, 4.7273, -0.9586], [1.3047, 3.8126, 0.1850], [2.5453, 3.9320, 0.9655], [2.6411, 2.7525, 2.0689], [3.5417, 2.9204, 2.8253], [1.8414, 1.7719, 1.8927], [0.1371, 4.1050, -3.9825], [0.7017, 5.6052, -0.4947], [2.1223, 5.0695, -1.3336], [2.4628, 4.8540, 1.5125], [3.4232, 3.9754, 0.3443], [0.8280, -1.0827, 1.1700], [2.0193, -1.0230, 1.1326], [3.2812, -0.9814, 1.0858], [3.9743, -1.8605, 0.0518], [4.1951, -3.1495, 0.8106], [5.1871, -2.8216, 1.9656], [5.3647, -1.3314, 2.3755], [4.1260, -0.3776, 2.1348], [4.8997, -1.3662, -0.1933], [3.2838, -1.8908, -0.8076], [4.6062, -3.8846, 0.1609], [3.2778, -3.6307, 1.2195], [6.1428, -3.3074, 1.7142], [4.7885, -3.3787, 2.8561], [6.2427, -0.9501, 1.9130], [5.6028, -1.3255, 3.4610], [4.4269, 0.6743, 1.8406], [3.5140, -0.2888, 3.0187], [1.5343, 0.8712, -4.0959], [1.4677, 0.4352, -2.7046], [2.1422, 1.3173, -1.7177], [0.0862, 0.1873, -2.1374], [2.2489, -1.4406, -3.0105], [-2.3182, 1.7564, 3.4426], [-3.4144, 1.1700, 2.5999], [-4.5078, 0.5876, 3.2090], [-5.5694, 0.1367, 2.3701], [-5.5061, 0.3862, 1.0251], [-4.3633, 0.8687, 0.3696], [-4.3682, 1.2342, -1.0559], [-3.1772, 1.2436, 1.1511], [-2.0572, 1.5517, 0.6925], [-1.6616, 0.9363, 3.6843], [-2.7193, 1.9994, 4.3907], [-1.8703, 2.5788, 2.9582], [-4.5512, 0.4889, 4.3504], [-6.4818, -0.3108, 2.7524], [-6.3162, 0.0683, 0.3571], [-3.7136, 2.0920, -1.2148], [-5.3392, 1.5089, -1.3953], [-4.0010, 0.3951, -1.6836]],
  "lowdin_charge": [2.02, -0.07, -0.29, -0.07, -0.09, -0.10, -0.09, -0.07, 0.09, 0.08, 0.06, 0.06, 0.10, 0.09, 0.08, 0.12, 0.12, -0.43, 0.00, -0.06, -0.29, -0.06, -0.66, 0.05, -0.23, 0.14, 0.14, 0.14, 0.11, 0.12, 0.10, -0.37, -0.08, -0.12, -0.18, -0.19, -0.16, -0.10, 0.12, 0.00, 0.09, 0.12, 0.10, 0.11, 0.08, 0.11, 0.13, 0.12, -0.48, 0.01, -0.56, -0.59, 0.16, -0.11, -0.26, -0.12, -0.21, -0.15, -0.25, -0.11, -0.50, -0.19, 0.06, 0.03, 0.03, 0.10, 0.05, 0.08, 0.05, 0.04, 0.07]
}

---

(4)
{
  "formula": "C6H12N2O",
  "method": "ωB97M-V/def2-TZVPD",
  "homo_energy_ev": -8.3,
  "total_charge": 0,
  "smiles": "CC(=O)NN.C=CC=C",
  "relative_energy_ev": 3.4028,
  "max_force_ev_per_a": 3.4,
  "total_energy_ev": -11441.2679,
  "elements": ["C", "C", "O", "N", "N", "H", "H", "H", "H", "H", "H", "C", "C", "C", "C", "H", "H", "H", "H", "H", "H"],
  "xyz": [[1.1089, -2.1910, 0.4650], [-0.1155, -1.4768, -0.0376], [-0.6481, -1.7116, -1.1109], [-0.8181, -0.6992, 0.9760], [-2.2402, -0.7311, 0.9451], [1.8249, -2.2733, -0.3551], [1.5862, -1.6479, 1.2836], [0.8289, -3.1937, 0.7991], [-0.4313, -0.7317, 1.9168], [-2.5015, -1.2571, 0.1023], [-2.5294, 0.2254, 0.7230], [1.4051, 1.1636, -1.7317], [1.2346, 1.0413, -0.4109], [0.0058, 1.5274, 0.3976], [-1.0758, 2.1345, -0.1588], [2.3148, 0.8207, -2.2134], [0.6285, 1.5551, -2.3811], [2.0970, 0.7718, 0.1991], [0.3449, 1.9085, 1.3603], [-1.5292, 1.7362, -1.0603], [-1.4906, 3.0289, 0.2919]],
  "nbo_charge": [-0.72, 0.69, -0.60, -0.47, -0.64, 0.24, 0.21, 0.25, 0.38, 0.37, 0.35, -0.36, -0.24, -0.18, -0.47, 0.20, 0.20, 0.20, 0.19, 0.20, 0.21]
}

---

(5)
{
  "formula": "C3H4F2",
  "method": "ωB97M-V/def2-TZVPD",
  "homo_energy_ev": -9.6,
  "total_charge": 0,
  "smiles": "FC1=CC1.F",
  "relative_energy_ev": 2.8817,
  "max_force_ev_per_a": 5.4,
  "total_energy_ev": -8607.2325,
  "elements": ["F", "C", "C", "C", "H", "H", "H", "F", "H"],
  "xyz": [[0.4224, -1.7449, -0.5118], [0.0039, -0.6925, 0.1678], [0.0624, 0.5366, 0.6192], [-1.2643, -0.2443, 0.8940], [0.6823, 1.3232, 0.6332], [-1.5006, -0.4796, 1.9559], [-2.0424, 0.1763, 0.2122], [1.6299, 0.9554, -2.1049], [2.0064, 0.1699, -1.8656]],
  "nbo_charge": [-0.29, 0.40, -0.26, -0.45, 0.22, 0.20, 0.19, -0.56, 0.56]
}

---

(6)
{
  "formula": "C3H3Br9",
  "method": "ωB97M-V/def2-TZVPD",
  "homo_energy_ev": -10.3,
  "total_charge": 0,
  "relative_energy_ev": 0.6107,
  "max_force_ev_per_a": 1.6,
  "total_energy_ev": -633540.4185,
  "elements": ["C", "Br", "Br", "Br", "H", "C", "Br", "Br", "Br", "H", "C", "Br", "Br", "Br", "H"],
  "xyz": [[0.8570, 0.8721, 2.5816], [-0.7359, 0.9732, 1.3817], [0.3689, 1.1929, 4.4317], [2.1229, 2.1709, 1.7074], [1.2594, -0.1300, 2.4331], [-0.6601, -2.4464, 0.4062], [-0.6435, -3.5366, -1.2426], [0.5985, -3.2473, 1.7218], [-2.3965, -2.3570, 1.3567], [-0.2730, -1.4545, 0.1729], [-0.1714, 1.6889, -2.8573], [-0.7577, 1.8391, -4.7609], [1.7351, 2.2289, -2.7829], [-0.5376, -0.1800, -2.2826], [-0.7662, 2.3859, -2.2670]],
  "nbo_charge": [-0.45, 0.04, 0.13, 0.06, 0.22, -0.46, 0.09, 0.05, 0.09, 0.23, -0.44, 0.06, 0.08, 0.07, 0.22]
}